{
  "formula": "C39H58O39",
  "method": "the ωB97M-V functional and the def2-TZVPD basis",
  "max_force_ev_per_a": 2.52,
  "e_tot_ev": -121235.4853,
  "de_lowest_kj_mol": 0.0,
  "gap_ev": 9.0,
  "species": ["C", "C", "O", "C", "O", "O", "H", "H", "H", "H", "C", "C", "O", "C", "O", "O", "H", "H", "H", "H", "C", "C", "O", "C", "O", "O", "H", "H", "H", "H", "C", "C", "O", "C", "O", "O", "H", "H", "H", "H", "C", "C", "O", "C", "O", "O", "H", "H", "H", "H", "C", "C", "O", "C", "O", "O", "H", "H", "H", "H", "C", "C", "O", "C", "O", "O", "H", "H", "H", "H", "C", "C", "O", "C", "O", "O", "H", "H", "H", "H", "C", "C", "O", "C", "O", "O", "H", "H", "H", "H", "C", "C", "O", "C", "O", "O", "H", "H", "H", "H", "C", "O", "C", "O", "O", "C", "H", "H", "H", "H", "H", "H", "C", "O", "C", "O", "O", "C", "H", "H", "H", "H", "H", "H", "C", "O", "C", "O", "O", "C", "H", "H", "H", "H", "H", "H"],
  "coordinates": [[0.570, -0.815, 4.521], [-0.752, -1.468, 4.160], [-0.527, -2.869, 4.446], [0.801, -3.049, 4.604], [1.337, -4.108, 4.716], [1.475, -1.897, 4.393], [0.603, -0.444, 5.546], [0.799, -0.033, 3.804], [-1.040, -1.470, 3.106], [-1.617, -1.088, 4.705], [0.097, 2.906, -4.391], [1.213, 3.867, -4.751], [0.723, 5.161, -4.366], [-0.563, 5.076, -4.029], [-1.163, 5.930, -3.448], [-0.982, 3.812, -4.226], [0.184, 2.386, -3.431], [0.024, 2.105, -5.126], [1.312, 3.880, -5.838], [2.179, 3.732, -4.274], [-0.823, -6.508, 3.206], [-1.201, -5.252, 2.445], [-1.496, -5.923, 1.156], [-1.840, -7.190, 1.389], [-2.145, -7.976, 0.546], [-1.668, -7.512, 2.693], [-0.898, -6.442, 4.293], [0.210, -6.833, 3.050], [-0.382, -4.556, 2.305], [-2.068, -4.717, 2.827], [0.056, 6.082, 0.149], [-0.460, 5.046, 1.160], [0.146, 3.850, 0.662], [1.106, 4.131, -0.253], [1.790, 3.325, -0.815], [1.147, 5.436, -0.478], [0.401, 6.995, 0.642], [-0.599, 6.476, -0.632], [-1.550, 5.014, 1.205], [-0.119, 5.060, 2.198], [4.579, -0.321, -5.547], [4.719, 1.152, -5.937], [4.016, 1.850, -4.897], [3.740, 0.936, -3.905], [3.092, 1.170, -2.946], [4.240, -0.287, -4.178], [5.528, -0.775, -5.829], [3.750, -0.796, -6.072], [4.214, 1.377, -6.875], [5.754, 1.491, -5.922], [-4.166, -2.107, 2.990], [-5.324, -2.774, 2.179], [-5.802, -3.777, 3.060], [-5.065, -3.835, 4.175], [-5.238, -4.541, 5.113], [-3.994, -3.012, 4.047], [-4.559, -1.122, 3.250], [-3.246, -2.042, 2.412], [-5.035, -3.154, 1.204], [-6.046, -1.968, 2.044], [3.444, 2.504, 2.875], [4.638, 1.702, 3.417], [4.989, 0.935, 2.292], [3.991, 0.869, 1.393], [3.914, 0.202, 0.414], [2.959, 1.622, 1.863], [3.767, 3.389, 2.321], [2.770, 2.798, 3.676], [4.293, 1.040, 4.216], [5.464, 2.316, 3.765], [-2.408, -1.525, -2.810], [-3.854, -1.370, -3.276], [-4.517, -2.119, -2.259], [-3.653, -2.901, -1.586], [-3.922, -3.634, -0.687], [-2.394, -2.670, -1.997], [-2.049, -0.656, -2.252], [-1.712, -1.647, -3.643], [-4.071, -1.771, -4.265], [-4.160, -0.326, -3.220], [0.415, 0.741, -0.107], [0.863, -0.231, -1.184], [0.237, -1.496, -0.820], [-0.198, -1.399, 0.434], [-0.616, -2.308, 1.088], [-0.145, -0.141, 0.870], [-0.345, 1.441, -0.456], [1.195, 1.303, 0.392], [1.928, -0.455, -1.179], [0.617, 0.163, -2.168], [2.801, -2.972, 1.666], [3.734, -3.428, 0.549], [3.783, -4.844, 0.828], [2.618, -5.190, 1.359], [2.194, -6.318, 1.412], [2.029, -4.145, 1.906], [2.164, -2.134, 1.392], [3.335, -2.691, 2.575], [4.636, -2.820, 0.541], [3.297, -3.336, -0.447], [-1.214, 1.757, 2.928], [-0.868, 3.010, 3.497], [-0.136, 3.065, 4.593], [0.362, 2.135, 5.173], [-0.085, 4.334, 4.957], [0.800, 4.710, 6.007], [-1.886, 1.166, 3.549], [-0.255, 1.242, 2.853], [-1.577, 1.740, 1.905], [1.821, 4.506, 5.672], [0.663, 4.106, 6.902], [0.724, 5.775, 6.194], [-4.422, 3.486, 1.455], [-3.915, 2.922, 0.257], [-3.717, 1.603, 0.178], [-3.992, 0.844, 1.067], [-3.168, 1.342, -1.004], [-2.661, 2.354, -1.878], [-5.089, 2.786, 1.960], [-4.979, 4.387, 1.219], [-3.585, 3.658, 2.135], [-1.956, 1.775, -2.471], [-2.192, 3.178, -1.348], [-3.420, 2.724, -2.565], [1.227, -0.032, -7.652], [1.169, 0.014, -6.222], [0.647, -1.012, -5.576], [-0.233, -1.738, -5.961], [1.215, -1.121, -4.360], [1.350, -2.395, -3.763], [1.763, 0.861, -7.957], [0.217, -0.081, -8.055], [1.787, -0.907, -7.984], [1.933, -3.057, -4.409], [0.380, -2.881, -3.635], [1.825, -2.341, -2.789]],
  "forces_ev_per_a": [[-0.606, 0.082, -0.356], [-0.930, -0.488, -0.325], [0.311, 0.565, 0.894], [0.076, -1.033, -1.344], [-0.213, 0.244, 0.560], [0.451, 0.079, 0.361], [-0.050, 0.136, -0.115], [0.408, -0.048, 0.223], [0.497, 0.447, 0.002], [0.185, -0.229, 0.384], [0.856, -0.066, 1.086], [0.443, 0.340, -0.578], [0.348, 0.169, -0.121], [0.928, -0.359, 1.372], [-0.432, -0.116, -0.702], [-1.903, -0.479, -0.562], [0.522, 0.211, 0.065], [-0.804, 0.448, -0.369], [0.283, 0.015, 0.024], [-0.105, -0.278, 0.041], [1.065, 0.450, 1.771], [0.423, -1.256, -0.805], [-0.266, 1.284, 0.462], [0.544, -0.670, -0.308], [-0.460, 0.067, -0.047], [-0.526, -0.012, -0.307], [-0.541, 0.092, -0.105], [0.004, 0.399, -0.451], [0.012, -0.138, -0.161], [-0.238, -0.208, -0.097], [0.091, 1.407, 0.781], [0.156, -0.008, -0.078], [-0.301, -0.975, -0.445], [-0.204, -0.509, -0.346], [-0.305, 0.214, 0.463], [0.489, 0.548, -0.243], [0.297, -0.248, 0.122], [-0.474, -0.757, 0.091], [0.053, -0.460, -0.352], [0.097, 0.937, -0.154], [0.051, 0.540, -1.252], [-0.452, 0.321, 0.237], [-0.107, -1.095, 0.544], [-0.388, 0.328, -0.267], [-0.119, 0.419, 0.419], [0.616, 0.124, -0.064], [-0.116, -0.642, 0.766], [0.120, -0.089, -0.105], [0.291, 0.057, -0.101], [-0.032, -0.009, -0.202], [-0.812, -0.647, -1.674], [0.699, 1.271, -0.048], [-0.725, -0.127, -0.110], [0.699, -0.139, -0.225], [-0.273, 0.011, -0.070], [0.366, 0.441, 1.136], [0.611, 0.021, 0.731], [0.012, 0.120, 0.100], [0.012, -0.429, 0.199], [-0.533, -0.496, -0.105], [1.350, 0.293, -0.252], [-1.147, 0.541, 0.279], [1.254, -0.712, -0.975], [-1.021, 0.042, 1.094], [0.480, -0.016, 0.089], [-0.839, 0.094, 0.081], [0.102, 0.217, 0.348], [-0.590, -0.467, -0.362], [0.186, -0.069, -0.012], [0.096, -0.094, -0.184], [0.936, 0.740, -1.260], [0.531, 0.066, 0.674], [-0.910, -0.096, -0.130], [0.244, -0.073, 0.995], [-0.344, 0.097, -0.514], [0.080, -0.128, -0.128], [-0.254, -0.056, 0.276], [-0.076, -0.238, 0.001], [0.046, -0.166, 0.089], [-0.208, -0.091, -0.002], [0.049, -0.176, 0.294], [0.905, -0.125, 0.023], [0.066, 0.688, -0.818], [-0.708, -0.578, 0.093], [0.108, 0.027, -0.082], [-0.194, 0.422, 0.709], [-0.128, -0.130, 0.049], [0.185, -0.050, -0.332], [0.101, 0.472, 0.068], [-0.342, -0.658, -0.166], [0.157, 0.263, -0.249], [-1.013, 0.333, 0.124], [1.784, 0.625, -1.051], [-0.581, -2.333, 0.769], [0.446, 1.135, -0.179], [-1.010, 1.165, 0.222], [-0.151, -0.164, -0.066], [0.056, -0.201, 0.030], [0.560, -0.901, 0.257], [-0.219, 0.168, 0.043], [1.712, -1.605, 0.393], [-1.283, 1.118, -0.886], [-0.233, -0.644, 0.328], [0.246, 0.033, -0.052], [-0.224, 1.076, -0.066], [1.051, -0.811, -0.048], [-0.083, 0.262, 0.164], [-0.337, -0.410, -0.020], [-0.244, 1.138, 0.115], [0.042, 0.090, 0.043], [-0.348, 0.145, 0.037], [-0.442, -0.035, -0.072], [-0.132, -0.721, 0.780], [-0.144, 0.907, -0.430], [-0.228, 1.288, 0.472], [0.340, -0.552, -0.782], [-0.134, -1.371, 0.491], [0.074, -0.350, -0.423], [-0.020, -0.016, -0.136], [0.272, 0.086, -0.163], [-0.081, 0.317, -0.016], [0.266, 0.371, -0.067], [0.070, -0.071, 0.012], [-0.201, 0.089, 0.261], [-0.449, -0.296, -0.018], [0.955, 0.777, 0.162], [-0.826, -1.645, 1.010], [0.396, 0.215, -0.424], [0.681, 1.442, -0.347], [-0.782, -1.505, -0.284], [-0.195, 0.097, -0.005], [0.077, 0.122, -0.164], [-0.047, -0.061, 0.092], [0.120, 0.166, 0.009], [-0.021, 0.146, 0.061], [0.067, 0.563, -0.112]],
  "mulliken_charge": [0.93, 0.71, -0.27, 0.39, -0.55, -0.29, 0.30, -0.81, -0.71, 0.50, 0.78, -0.24, -0.37, 0.60, -0.57, -0.36, -0.49, 0.07, 0.31, 0.22, -0.25, 1.52, -0.32, 0.58, -0.60, -0.40, 0.34, 0.25, -0.86, -0.33, -0.56, -0.01, 0.57, 0.03, -0.32, -0.42, 0.33, 0.28, 0.04, 0.23, -0.05, -0.48, -0.36, 0.39, -0.18, -0.30, 0.40, -0.02, 0.24, 0.30, 0.52, -0.04, -0.38, 0.61, -0.55, -0.42, 0.21, -0.24, 0.14, 0.25, -0.17, -0.50, -0.40, 0.24, -0.42, 0.16, 0.36, -0.03, 0.26, 0.34, 1.01, -0.28, -0.37, 0.48, -0.54, -0.18, -0.53, -0.29, 0.31, 0.22, 1.61, 0.15, -0.09, 0.00, -0.38, 0.38, -0.37, -0.50, 0.35, -1.01, 0.60, -0.18, -0.43, 0.48, -0.59, 0.01, -0.57, 0.24, 0.35, 0.08, 0.88, -0.10, 0.66, -0.53, -0.37, -0.66, 0.83, -1.08, -0.65, 0.25, 0.31, 0.25, -0.58, -0.43, 0.69, -0.55, -0.05, -0.38, 0.29, 0.28, 0.11, -0.12, 0.18, 0.58, -0.98, 0.06, 0.43, -0.60, 0.31, -0.82, 0.27, 0.34, 0.36, 0.44, 0.33, -0.01]
}